one:
ORCA calculation (wB97M-V/def2-TZVPD) on 4 unconnected molecules or ions with the total composition C2H12O3S2.

Results
* highest occupied orbital energy: -9.50 eV
* orbital gap: 9.73 eV
* molecular weight: 148.2 g/mol
* SMILES: CSSC.O.O.O
* lowest unoccupied orbital energy: 0.0083 Eh

XYZ file:
```
19
C2H12O3S2 | the Open Molecules 2025 dataset | wB97M-V/def2-TZVPD
C 0.94 1.48 -1.45
S -0.48 0.38 -1.34
S 0.61 -1.24 -0.54
C 1.03 -2.05 -2.07
H 1.16 1.89 -0.45
H 1.84 0.92 -1.70
H 0.80 2.31 -2.15
H 2.08 -2.35 -2.03
H 0.53 -3.01 -2.39
H 0.90 -1.44 -2.92
O 1.41 0.44 5.36
H 1.19 0.64 4.40
H 0.61 0.32 5.92
O 0.92 1.07 2.41
H 1.87 1.07 2.45
H 0.70 0.61 1.65
O -4.46 0.36 -1.27
H -3.56 0.37 -1.73
H -5.04 0.91 -1.79
```


two:
ORCA calculation (wB97M-V/def2-TZVPD) on 4 unconnected molecules or ions with the total composition C2H12O3S2.

Results
* highest occupied orbital energy: -8.52 eV
* orbital gap: 8.84 eV
* molecular weight: 148.2 g/mol
* SMILES: CCSS.O.O.O
* lowest unoccupied orbital energy: 0.0115 Eh

XYZ file:
```
19
C2H12O3S2 | the Open Molecules 2025 dataset | wB97M-V/def2-TZVPD
C -0.34 0.19 1.94
C -0.51 -1.31 2.05
S 0.80 -2.30 1.29
S 1.03 -1.22 -0.49
H -0.51 0.56 0.92
H 0.65 0.50 2.26
H -1.08 0.67 2.58
H -1.49 -1.60 1.69
H -0.49 -1.59 3.10
H 2.30 -1.57 -0.70
O 0.28 1.49 -2.27
H -0.27 1.69 -3.04
H -0.02 0.59 -2.07
O 1.78 2.54 0.04
H 1.00 2.30 -0.48
H 2.48 2.15 -0.51
O -1.76 -0.72 -2.30
H -1.20 -1.46 -2.03
H -2.65 -0.92 -1.97
```


Which structure is the least stable? The one labeled one.


one:
ORCA calculation (wB97M-V/def2-TZVPD) on a single C4H6N2OS molecule.

Results
* highest occupied orbital energy: -8.74 eV
* orbital gap: 8.85 eV
* molecular weight: 130.2 g/mol
* SMILES: C=C(NC=O)NC=S
* lowest unoccupied orbital energy: 0.0041 Eh

XYZ file:
```
14
C4H6N2OS | the Open Molecules 2025 dataset | wB97M-V/def2-TZVPD
C -1.23 1.33 0.00
C -0.25 0.43 0.00
N -0.39 -0.95 0.00
C -1.57 -1.64 0.00
O -2.68 -1.16 0.00
N 1.10 0.91 0.00
C 2.29 0.30 0.00
S 2.71 -1.29 0.00
H -1.00 2.41 -0.02
H -2.26 0.99 0.01
H 0.47 -1.50 0.00
H -1.39 -2.75 -0.01
H 1.12 1.90 0.03
H 3.09 1.03 -0.01
```


two:
ORCA calculation (wB97M-V/def2-TZVPD) on a single C4H6N2OS molecule.

Results
* highest occupied orbital energy: -8.64 eV
* orbital gap: 9.03 eV
* molecular weight: 130.2 g/mol
* SMILES: O[C@@H]1[C@@H]2N=CN(S)[C@H]12
* lowest unoccupied orbital energy: 0.0144 Eh

XYZ file:
```
14
C4H6N2OS | the Open Molecules 2025 dataset | wB97M-V/def2-TZVPD
O -1.22 -0.66 -1.87
C -0.25 0.38 -1.34
C 1.03 0.16 -0.72
N 1.35 -0.99 0.19
C 0.54 -0.98 1.23
N -0.34 0.04 1.14
S -1.68 0.05 1.97
C 0.01 0.95 0.05
H -0.55 -1.30 -2.12
H 0.06 1.15 -2.19
H 2.01 0.47 -1.28
H 0.29 -1.99 1.74
H -0.93 0.62 3.16
H -0.31 2.09 0.04
```


three:
ORCA calculation (wB97M-V/def2-TZVPD) on a single C4H6N2OS molecule.

Results
* highest occupied orbital energy: -8.52 eV
* orbital gap: 8.37 eV
* molecular weight: 130.2 g/mol
* SMILES: C=C(NC=O)NC=S
* lowest unoccupied orbital energy: -0.0053 Eh

XYZ file:
```
14
C4H6N2OS | the Open Molecules 2025 dataset | wB97M-V/def2-TZVPD
C -1.65 -1.33 0.70
C -0.68 -0.53 0.19
N -0.12 0.51 0.86
C -0.68 1.05 2.01
O -1.83 0.78 2.39
N -0.19 -0.93 -1.07
C 0.92 -0.63 -1.83
S 2.02 0.54 -1.52
H -1.89 -2.14 0.00
H -2.33 -1.01 1.54
H 0.96 0.75 0.69
H 0.04 1.92 2.37
H -0.62 -1.69 -1.45
H 0.77 -1.17 -2.89
```


four:
ORCA calculation (wB97M-V/def2-TZVPD) on a single C4H6N2OS molecule.

Results
* highest occupied orbital energy: -9.01 eV
* orbital gap: 8.31 eV
* molecular weight: 130.2 g/mol
* SMILES: CN(C=O)/N=C\C=S
* lowest unoccupied orbital energy: -0.0255 Eh

XYZ file:
```
14
C4H6N2OS | the Open Molecules 2025 dataset | wB97M-V/def2-TZVPD
C -1.70 -1.08 -0.49
N -0.63 -0.15 -0.09
C -0.54 1.00 -0.74
O 0.17 1.99 -0.34
N -0.09 -0.36 1.21
C 1.09 0.06 1.34
C 2.06 0.50 0.33
S 2.68 -0.56 -0.74
H -2.48 -0.47 -1.15
H -1.21 -2.02 -1.00
H -2.19 -1.28 0.49
H -1.06 0.89 -1.73
H 1.43 0.04 2.36
H 2.48 1.44 0.54
```


Which structure is the least stable? The one labeled two.


one:
ORCA calculation (wB97M-V/def2-TZVPD) on a single C4H6N2OS molecule.

Results
* highest occupied orbital energy: -9.80 eV
* orbital gap: 9.46 eV
* molecular weight: 130.2 g/mol
* SMILES: N=[S@]1(=O)CC=CC=N1
* lowest unoccupied orbital energy: -0.0123 Eh

XYZ file:
```
14
C4H6N2OS | the Open Molecules 2025 dataset | wB97M-V/def2-TZVPD
N 0.14 -2.64 0.78
S -0.75 -1.46 0.45
O -2.08 -1.58 -0.15
C 0.48 -0.66 -0.60
C 0.14 0.78 -0.92
C -0.38 1.51 0.07
C -0.66 0.92 1.38
N -1.00 -0.26 1.69
H -0.17 -3.22 1.49
H 0.61 -1.40 -1.51
H 1.50 -0.62 0.01
H 0.29 1.08 -1.83
H -0.60 2.48 -0.08
H -0.78 1.79 2.11
```


two:
ORCA calculation (wB97M-V/def2-TZVPD) on a single C4H6N2OS molecule.

Results
* highest occupied orbital energy: -9.18 eV
* orbital gap: 9.50 eV
* molecular weight: 130.2 g/mol
* SMILES: C[C@H]1OC=NN=CS1
* lowest unoccupied orbital energy: 0.0116 Eh

XYZ file:
```
14
C4H6N2OS | the Open Molecules 2025 dataset | wB97M-V/def2-TZVPD
C -1.10 -1.05 0.58
C 0.29 -1.03 0.05
O 0.52 -0.58 -1.35
C 0.19 0.74 -1.71
N 0.10 1.84 -1.09
N 0.41 2.00 0.29
C 1.16 1.25 1.07
S 1.73 -0.35 1.11
H -1.53 -0.07 0.95
H -1.81 -1.21 -0.37
H -1.46 -1.76 1.39
H 0.34 -2.20 -0.15
H 0.05 0.64 -2.76
H 1.14 1.78 1.99
```


three:
ORCA calculation (wB97M-V/def2-TZVPD) on a molecular structure, C4H6N2OS.

Results
* highest occupied orbital energy: -7.89 eV
* orbital gap: 6.16 eV
* molecular weight: 130.2 g/mol
* lowest unoccupied orbital energy: -0.0638 Eh

XYZ file:
```
14
C4H6N2OS | the Open Molecules 2025 dataset | wB97M-V/def2-TZVPD
C -1.98 -0.52 2.83
C 0.63 0.31 -0.33
C 1.21 0.29 -2.43
C 1.85 1.33 -1.85
H -2.01 0.66 2.89
H -1.46 -1.45 3.68
H -3.22 -0.94 2.71
H 0.74 -2.06 -1.29
H 1.30 0.11 -3.53
H 2.49 1.99 -2.33
N 0.09 0.14 0.77
N 0.15 -0.16 -1.62
O 1.49 1.28 -0.58
S -1.27 -0.98 1.10
```


Which structure is the least stable? The one labeled three.


one:
ORCA calculation (wB97M-V/def2-TZVPD) on a single C4H6N2OS molecule.

Results
* highest occupied orbital energy: -8.73 eV
* orbital gap: 8.80 eV
* molecular weight: 130.2 g/mol
* SMILES: C=C(NC=O)NC=S
* lowest unoccupied orbital energy: 0.0025 Eh

XYZ file:
```
14
C4H6N2OS | the Open Molecules 2025 dataset | wB97M-V/def2-TZVPD
C -1.10 -0.88 1.14
C -0.38 -0.19 0.25
N 1.01 -0.14 0.16
C 1.88 -0.79 1.00
O 1.58 -1.51 1.93
N -1.08 0.58 -0.73
C -0.67 1.36 -1.75
S 0.84 1.77 -2.28
H -2.21 -0.83 1.11
H -0.60 -1.47 1.91
H 1.41 0.44 -0.56
H 2.95 -0.62 0.73
H -2.07 0.52 -0.63
H -1.56 1.76 -2.27
```


two:
ORCA calculation (wB97M-V/def2-TZVPD) on a single C4H6N2OS molecule.

Results
* highest occupied orbital energy (spin up / spin down): -8.67 / -8.67 eV
* orbital gap (spin up / spin down): 7.91 / 7.91 eV
* molecular weight: 130.2 g/mol
* lowest unoccupied orbital energy (spin up / spin down): -0.0282 / -0.0281 Eh

XYZ file:
```
14
C4H6N2OS | the Open Molecules 2025 dataset | wB97M-V/def2-TZVPD
C -1.15 -1.40 0.06
C 1.18 -0.74 -0.15
C 2.21 0.31 -0.33
C -0.26 -0.44 -0.10
N -3.81 0.49 -0.16
N -3.51 1.51 0.29
O 1.53 -1.92 -0.04
S -2.84 -1.39 -0.22
H -0.84 -2.46 0.46
H 1.93 1.23 -0.68
H 2.84 -0.07 -1.03
H 2.76 0.25 0.61
H -0.61 0.55 -0.29
H -4.71 0.26 -0.68
```


Which structure is the least stable? The one labeled two.


one:
ORCA calculation (wB97M-V/def2-TZVPD) on a single C4H6N2OS molecule.

Results
* highest occupied orbital energy (spin up / spin down): -8.85 / -8.85 eV
* orbital gap (spin up / spin down): 7.80 / 7.80 eV
* molecular weight: 130.2 g/mol
* SMILES: N=[S@]1(=O)CC=CC=N1
* lowest unoccupied orbital energy (spin up / spin down): -0.0387 / -0.0387 Eh

XYZ file:
```
14
C4H6N2OS | the Open Molecules 2025 dataset | wB97M-V/def2-TZVPD
N 0.27 -2.73 -0.49
S 0.10 -1.40 0.18
O -0.81 -1.29 1.32
C -0.83 0.11 -1.14
C -0.91 1.20 -0.15
C 0.21 1.56 0.59
C 1.28 0.70 0.93
N 1.43 -0.55 0.67
H 0.94 -2.82 -1.29
H -1.81 -0.36 -1.46
H -0.08 0.32 -1.95
H -1.82 1.83 0.01
H 0.10 2.39 1.15
H 1.93 1.04 1.63
```


two:
ORCA calculation (wB97M-V/def2-TZVPD) on a single C4H6N2OS molecule.

Results
* highest occupied orbital energy: -8.60 eV
* orbital gap: 7.82 eV
* molecular weight: 130.2 g/mol
* SMILES: NC(=S)N/C=C\C=O
* lowest unoccupied orbital energy: -0.0287 Eh

XYZ file:
```
14
C4H6N2OS | the Open Molecules 2025 dataset | wB97M-V/def2-TZVPD
N -0.97 -1.13 0.94
C -1.56 -0.17 0.11
S -3.02 -0.47 -0.72
N -0.86 0.88 -0.34
C 0.40 1.34 0.08
C 1.46 0.59 -0.09
C 1.63 -0.74 -0.64
O 2.80 -1.20 -0.67
H -1.71 -1.78 1.48
H -0.13 -0.84 1.42
H -1.59 1.36 -1.00
H 0.42 2.29 0.52
H 2.48 1.12 -0.13
H 0.65 -1.26 -0.98
```


Which structure is the least stable? The one labeled one.


one:
ORCA calculation (wB97M-V/def2-TZVPD) on a single C8H9NO molecule.

Results
* highest occupied orbital energy: -8.59 eV
* orbital gap: 9.44 eV
* molecular weight: 135.2 g/mol
* SMILES: CC(=O)Nc1ccccc1
* lowest unoccupied orbital energy: 0.0312 Eh

XYZ file:
```
19
C8H9NO | the Open Molecules 2025 dataset | wB97M-V/def2-TZVPD
C -2.34 1.32 0.49
C -2.29 -0.12 0.00
O -3.27 -0.71 -0.04
N -1.09 -0.72 -0.39
C 0.25 -0.29 -0.20
C 0.77 1.03 -0.44
C 2.07 1.31 -0.20
C 3.00 0.34 0.16
C 2.57 -1.00 0.26
C 1.21 -1.34 0.13
H -2.05 2.02 -0.20
H -1.38 1.45 0.98
H -3.05 1.40 0.92
H -1.27 -1.72 -0.49
H 0.07 1.76 -0.40
H 2.30 2.35 -0.21
H 3.96 0.49 0.31
H 3.07 -1.94 0.65
H 0.80 -2.52 0.31
```


two:
ORCA calculation (wB97M-V/def2-TZVPD) on a single C8H9NO molecule.

Results
* highest occupied orbital energy (spin up / spin down): -8.21 / -6.51 eV
* orbital gap (spin up / spin down): 8.36 / 6.29 eV
* molecular weight: 135.2 g/mol
* lowest unoccupied orbital energy (spin up / spin down): 0.0056 / -0.0082 Eh

XYZ file:
```
19
C8H9NO | the Open Molecules 2025 dataset | wB97M-V/def2-TZVPD
C 0.55 -1.30 -2.49
C 0.88 -0.07 -1.81
C -0.23 -2.02 -1.65
C 0.26 -0.12 -0.58
C -1.85 -0.75 1.38
C -1.43 -1.61 0.47
C 0.29 0.69 0.56
C 0.94 2.73 1.62
N -0.45 -1.36 -0.53
O 0.56 2.02 0.45
H 0.88 -1.62 -3.52
H 1.50 0.79 -2.17
H -0.84 -2.88 -1.69
H -2.45 -1.01 2.20
H -1.94 -2.54 0.53
H 0.20 0.19 1.40
H 1.33 2.13 2.45
H 0.06 3.19 1.98
H 1.74 3.52 1.41
```


three:
ORCA calculation (wB97M-V/def2-TZVPD) on a single C8H9NO molecule.

Results
* highest occupied orbital energy: -8.97 eV
* orbital gap: 9.69 eV
* molecular weight: 135.2 g/mol
* SMILES: NCC(=O)c1ccccc1
* lowest unoccupied orbital energy: 0.0265 Eh

XYZ file:
```
19
C8H9NO | the Open Molecules 2025 dataset | wB97M-V/def2-TZVPD
N 0.56 -0.47 -3.51
C 0.80 -0.12 -2.19
C -0.45 -0.33 -1.28
O -1.38 -0.83 -1.63
C -0.34 -0.01 0.23
C -1.31 0.60 0.79
C -1.25 1.02 2.19
C -0.11 0.52 3.02
C 0.93 -0.14 2.37
C 0.76 -0.41 0.93
H -0.21 0.07 -3.95
H 0.13 -1.33 -3.53
H 1.64 -0.88 -1.58
H 1.10 0.78 -2.30
H -2.26 0.76 0.33
H -2.06 1.33 2.70
H -0.17 0.94 4.06
H 1.81 -0.50 2.96
H 1.80 -0.99 0.40
```


Which structure is the least stable? The one labeled two.


one:
ORCA calculation (wB97M-V/def2-TZVPD) on a gas-phase ion, C5H12N2 (charge +2).

Results
* highest occupied orbital energy: -18.03 eV
* orbital gap: 9.16 eV
* molecular weight: 100.2 g/mol
* net charge: +2
* SMILES: C=[NH+]C(=C)CC[NH3+]
* lowest unoccupied orbital energy: -0.3260 Eh

XYZ file:
```
19
C5H12N2 | the Open Molecules 2025 dataset | wB97M-V/def2-TZVPD
C 2.54 -0.17 2.08
N 1.90 -0.31 0.98
C 0.72 0.37 0.53
C 0.12 1.27 1.33
C 0.14 -0.07 -0.80
C -1.40 0.12 -0.81
N -2.02 -0.72 -1.93
H 2.43 0.79 2.58
H 3.22 -0.88 2.53
H 2.06 -1.15 0.42
H -0.54 1.94 0.80
H -0.03 1.47 2.39
H 0.23 -1.16 -0.88
H 0.61 0.62 -1.51
H -1.65 1.13 -1.12
H -1.83 -0.23 0.12
H -2.82 -1.33 -1.70
H -1.39 -1.48 -2.22
H -2.28 -0.22 -2.79
```


two:
ORCA calculation (wB97M-V/def2-TZVPD) on a molecular structure, C5H12N2.

Results
* highest occupied orbital energy: -21.06 eV
* orbital gap: 11.37 eV
* molecular weight: 100.2 g/mol
* net charge: +2
* lowest unoccupied orbital energy: -0.3560 Eh

XYZ file:
```
19
C5H12N2 | the Open Molecules 2025 dataset | wB97M-V/def2-TZVPD
C 0.52 2.04 0.11
C -0.85 -0.33 -0.29
C -1.68 -0.54 -1.46
C -0.14 -0.98 2.09
C 1.80 0.48 -0.99
N -0.90 -0.90 0.84
N 0.65 0.86 -0.28
H 1.39 2.56 0.06
H -0.50 2.56 0.43
H -2.04 -1.58 -1.62
H -1.20 -0.36 -2.32
H -2.45 0.14 -1.49
H 0.74 -1.53 1.89
H -0.57 -1.55 2.93
H 0.01 -0.05 2.45
H 2.24 -0.31 -0.39
H 2.55 1.23 -1.03
H 1.65 -0.02 -1.91
H -1.74 -1.60 0.81
```


Which structure is the least stable? The one labeled two.


one:
ORCA calculation (wB97M-V/def2-TZVPD) on a molecular structure, C3H4LuO3.

Results
* ⟨S²⟩: 0.753
* multiplicity: 2
* highest occupied orbital energy (spin up / spin down): -5.89 / -7.27 eV
* orbital gap (spin up / spin down): 6.05 / 6.57 eV
* molecular weight: 263.0 g/mol
* lowest unoccupied orbital energy (spin up / spin down): 0.0056 / -0.0260 Eh

XYZ file:
```
11
C3H4LuO3 | the Open Molecules 2025 dataset | wB97M-V/def2-TZVPD
C 0.66 1.03 1.65
C 0.83 -0.42 1.27
H 1.49 1.70 1.34
H 1.64 -0.97 1.77
H 0.57 1.09 2.75
O -0.73 0.14 -1.07
C 0.44 -0.23 -1.19
O 1.21 -0.60 -0.25
O 1.02 -0.33 -2.39
Lu -1.48 0.15 1.08
H 0.36 -0.14 -3.07
```


two:
ORCA calculation (wB97M-V/def2-TZVPD) on a molecular structure, C3H4LuO3.

Results
* ⟨S²⟩: 0.752
* multiplicity: 2
* highest occupied orbital energy (spin up / spin down): -6.50 / -8.23 eV
* orbital gap (spin up / spin down): 6.41 / 7.21 eV
* molecular weight: 263.0 g/mol
* lowest unoccupied orbital energy (spin up / spin down): -0.0030 / -0.0376 Eh

XYZ file:
```
11
C3H4LuO3 | the Open Molecules 2025 dataset | wB97M-V/def2-TZVPD
C 0.28 2.37 0.89
C -0.75 1.50 0.73
H 0.71 2.63 1.87
H -1.52 1.58 1.52
H 0.63 2.99 0.06
O 0.67 -1.17 -1.48
C 0.11 -1.99 -0.71
O -0.97 -1.75 -0.13
O 0.77 -3.09 -0.33
Lu -1.22 0.33 -1.35
H 1.30 -3.41 -1.07
```


Which structure is the least stable? The one labeled one.